Record 1
C18H43Cl5F2MgN2O4P | wB97M-V/def2-TZVPD

```
76
Properties=species:S:1:pos:R:3:forces:R:3:mulliken_charge:R:1
Cl -5.485 -2.726 0.196 -0.074 -0.240 0.026 -0.082
Cl -3.468 -1.470 -1.420 0.257 -0.052 -0.112 -0.043
Cl 6.723 -1.734 -6.357 -0.016 0.050 0.204 -0.131
Cl -5.329 -3.332 -2.645 0.015 -0.053 -0.008 -0.139
Cl -5.281 1.037 4.257 1.924 0.390 0.191 -0.249
P 4.042 -2.281 -4.579 0.127 -0.829 0.642 1.283
Mg 2.858 0.946 -5.686 -0.175 1.087 -0.219 -0.128
F 3.383 -1.338 -5.655 0.269 -0.802 0.251 -0.095
F -5.450 0.378 0.187 0.563 0.412 0.382 -0.611
O -3.524 5.575 5.693 0.045 0.111 -0.183 -0.579
O 3.264 -2.579 2.574 -0.239 -0.588 0.172 -0.400
O -5.077 2.452 1.732 1.159 0.373 1.235 -0.334
O 3.702 0.219 2.106 -0.042 -2.495 0.373 -1.010
N -1.904 1.752 0.219 0.137 -0.167 0.110 -0.472
N -2.913 0.809 6.495 0.131 -0.216 -0.041 -0.471
C -4.472 2.018 9.648 0.039 0.013 0.026 -1.150
C 4.901 -2.912 -7.975 -0.135 0.351 0.240 -1.284
C 1.142 0.971 -1.660 -0.076 -0.058 0.819 -0.009
C 1.125 -1.169 -3.039 -0.042 -0.371 0.601 0.274
C -3.522 3.051 9.054 -0.160 -0.119 0.170 -0.496
C -3.582 3.111 7.522 0.117 -0.178 0.462 -0.170
C -2.957 3.682 -1.167 -0.038 0.096 -0.032 -0.898
C 0.432 -0.351 -1.949 -0.228 0.632 -0.920 -0.590
C 2.123 -2.173 -2.486 -0.175 -0.439 0.036 -0.358
C -3.211 1.821 6.944 -0.013 0.201 -0.081 0.228
C -2.361 2.608 -0.390 -0.112 0.031 -0.069 0.525
C 4.845 -3.596 -5.500 0.369 0.286 -0.613 -0.988
C -4.663 1.203 1.964 -3.170 -0.142 -6.328 -0.270
C 2.168 0.906 -0.531 -0.029 0.749 -0.594 -1.321
C 5.698 -3.156 -6.702 -0.197 -0.420 -0.612 0.133
C 5.192 -1.397 -3.513 -0.547 -0.235 -0.446 -1.242
C -4.419 -2.937 -1.184 -0.147 0.253 0.103 -0.049
C 2.762 -3.050 -3.576 -0.150 0.628 -0.036 -1.100
H -4.587 3.368 7.188 0.011 0.025 -0.061 0.253
H 0.361 -1.732 -3.578 0.070 -0.044 -0.275 0.452
H -2.903 3.868 7.145 -0.046 0.019 -0.119 0.215
H 6.192 -1.765 -3.701 0.172 0.102 -0.019 0.510
H 4.023 -2.299 -7.788 -0.065 0.116 -0.030 0.243
H 1.952 -3.390 -4.222 0.141 -0.213 -0.277 0.458
H -4.218 1.009 9.321 -0.016 0.005 -0.052 0.348
H -2.502 2.824 9.370 0.039 0.055 -0.059 0.307
H 4.888 -1.594 -2.489 -0.004 0.121 0.161 0.471
H -2.379 4.595 -1.039 0.002 0.013 -0.007 0.324
H -0.551 -0.097 -2.347 -0.155 -0.043 0.013 0.158
H 1.622 -0.493 -3.732 -0.100 0.110 -0.180 -0.620
H -3.978 3.851 -0.830 -0.019 -0.033 -0.004 0.296
H -4.419 2.031 10.736 -0.030 0.012 0.008 0.332
H 2.863 -1.728 -1.824 0.061 0.187 -0.013 0.076
H 2.953 0.811 2.217 -0.086 -0.228 0.154 0.211
H 5.531 -2.377 -8.674 0.026 -0.067 -0.245 0.411
H -2.970 3.411 -2.221 -0.020 -0.003 -0.011 0.281
H -4.094 5.795 4.949 -0.049 0.015 0.029 0.282
H 1.547 -2.865 -1.871 0.074 -0.080 0.199 0.382
H 2.486 1.922 -0.301 0.128 0.070 0.114 0.522
H -5.472 0.487 1.974 0.291 -0.361 0.814 0.416
H 5.482 -4.167 -4.825 -0.104 0.108 0.403 0.412
H 1.754 0.508 0.386 0.041 -0.347 0.020 0.257
H 4.569 -3.844 -8.423 0.041 -0.176 0.020 0.374
H 3.081 0.390 -0.821 0.032 -0.343 0.211 0.233
H 0.226 -0.928 -1.050 0.207 -0.080 0.154 0.369
H 5.103 -0.341 -3.744 0.203 0.204 0.141 0.267
H 3.506 -2.875 3.468 0.089 0.029 -0.019 0.448
H -3.769 4.037 9.450 0.043 0.052 -0.088 0.318
H -2.689 6.007 5.485 0.011 0.019 0.041 0.300
H -4.123 1.163 3.211 -1.221 -0.569 2.981 0.422
H 1.606 1.372 -2.563 0.010 -0.081 -0.177 0.150
H -5.721 2.690 2.418 -0.432 -0.057 -0.393 0.376
H 0.386 1.698 -1.373 -0.090 0.071 0.062 0.072
H 3.794 -3.027 1.899 0.147 0.057 0.074 0.420
H 3.254 -3.926 -3.147 0.103 -0.116 -0.022 0.451
H 3.373 -1.544 2.490 0.220 3.142 -0.588 0.347
H -3.904 0.891 1.204 0.807 0.087 1.059 0.228
H -5.505 2.222 9.359 -0.010 -0.014 0.001 0.306
H -3.747 -3.759 -0.975 0.032 -0.004 -0.020 0.286
H 4.088 -4.282 -5.883 -0.202 -0.021 0.103 0.430
H 6.378 -3.974 -6.914 0.261 0.000 0.146 0.432
```
Positions in Å, forces in eV/Å.

Output
- E: -113299.158 eV
- Charge: +1
- E_LUMO: -0.1551 hartree

---

Record 2
C30H55Cl6INO5S2 | wB97M-V/def2-TZVPD

```
100
Properties=species:S:1:pos:R:3:forces:R:3:mulliken_charge:R:1
I -1.838 3.862 -1.952 0.119 -0.178 0.419 0.179
Cl -2.265 -0.666 3.308 1.131 0.474 -1.765 -0.110
Cl 3.027 2.004 4.176 0.628 -1.647 -0.300 -0.177
Cl -3.801 1.819 3.651 1.076 -0.190 -2.007 -0.166
Cl 0.509 2.247 2.849 -0.315 -1.198 -0.961 -0.019
Cl -1.458 -3.321 1.875 0.161 1.218 -0.220 0.054
Cl 1.298 -4.605 2.213 0.563 0.904 -0.781 -0.117
S -7.973 0.754 4.823 -0.254 -0.076 -0.027 0.561
S 1.420 0.638 -7.534 0.110 0.065 -0.083 0.520
O 1.733 1.424 -6.301 0.176 -0.200 -0.309 -0.587
O -4.127 -2.004 1.082 0.355 2.593 -2.605 -0.400
O -9.375 0.374 4.483 0.426 0.062 0.162 -0.641
O 2.908 1.426 0.981 -1.490 -0.181 0.583 -0.549
O 3.954 -0.960 0.384 -0.944 -0.504 -1.152 -0.252
N 1.204 -0.132 1.471 1.130 -1.198 0.018 0.772
C -1.471 1.756 -1.566 -1.202 -2.118 -1.320 -1.885
C 6.177 -1.908 -0.309 -1.259 0.048 0.759 -0.545
C 1.930 0.581 0.382 2.607 0.314 -2.262 -0.068
C 0.438 -3.984 -0.325 1.440 -0.419 -0.171 -1.014
C -3.724 -0.925 0.153 -0.653 -3.535 -1.049 0.290
C 2.345 0.326 3.786 -0.617 0.884 0.828 0.579
C -7.099 -0.757 5.280 0.013 -0.100 0.070 -0.886
C 1.861 -0.236 5.210 -0.878 -0.466 -1.294 -1.111
C 6.508 -1.857 1.265 -0.201 -0.183 -1.536 -0.769
C 2.872 2.630 -1.893 -0.398 0.504 -0.127 -1.206
C -2.092 0.438 1.829 -1.993 2.290 2.380 0.011
C -0.024 -2.241 1.683 1.957 -2.161 0.794 0.173
C 0.936 1.275 -0.651 1.063 0.392 -0.826 0.619
C 2.856 -0.476 -0.410 -0.387 -0.278 -0.739 -2.178
C -4.597 -2.205 -0.414 1.444 1.321 4.657 -0.727
C 1.038 0.537 2.784 -0.094 -0.146 3.663 0.034
C -0.300 2.019 -4.006 0.546 -1.286 -1.244 -1.220
C -2.896 1.560 2.079 0.901 -1.106 -1.243 -0.068
C -2.117 -0.932 -0.338 -3.451 0.428 0.114 -0.400
C -7.993 1.464 6.483 -0.021 -0.010 0.108 -0.907
C 1.042 -3.268 0.950 -1.174 -0.083 0.739 0.935
C 1.560 2.732 -0.953 0.092 0.302 -1.265 -0.816
C -3.145 2.675 1.037 -0.810 1.462 1.279 -0.804
C -1.240 0.073 0.561 0.352 -1.955 -0.246 2.872
C -0.621 1.312 -0.306 0.220 2.087 1.279 -0.072
C 0.018 -0.891 0.909 -1.475 0.059 -1.710 -3.070
C 2.764 -0.541 -7.779 0.102 -0.002 0.024 -0.978
C 4.577 -2.013 -0.419 1.884 -0.665 -0.782 -0.577
C -1.049 1.077 -2.976 -0.156 0.273 -0.443 -0.079
C 1.824 1.676 -8.952 0.050 0.077 -0.010 -1.007
H 6.620 -2.801 -0.835 -0.495 0.818 0.673 0.371
H 3.128 -0.339 3.324 -0.672 0.927 0.310 0.229
H -4.060 -3.175 -0.609 -0.867 1.348 -0.836 0.270
H 4.223 -3.050 -0.104 0.367 1.332 -0.059 0.344
H 3.837 2.719 -1.320 -0.876 -0.413 -0.622 0.262
H 0.515 2.666 -3.586 -0.889 -0.651 -0.249 0.232
H 0.214 1.323 -4.767 -0.680 1.171 1.157 0.189
H -5.711 -2.151 -0.242 1.348 -0.106 -1.270 0.331
H -4.271 0.108 0.201 1.057 -2.161 0.071 0.212
H -6.104 -0.504 5.651 -0.026 0.039 -0.040 0.299
H 2.826 1.706 -2.558 0.234 1.089 0.976 0.282
H 7.504 -2.355 1.417 -1.067 0.680 0.273 0.352
H -7.661 -1.295 6.046 -0.048 0.073 -0.039 0.348
H -0.459 0.113 -2.812 -0.576 1.336 0.003 0.286
H -0.229 -3.348 -0.971 0.512 -0.588 0.868 0.155
H 1.288 0.576 5.744 0.888 -0.873 -0.410 0.333
H 1.723 3.352 -0.029 -0.005 -0.913 -0.784 0.372
H 0.284 -1.236 -0.151 0.115 0.899 1.425 -0.043
H -7.005 -1.382 4.392 -0.045 0.116 -0.006 0.290
H 1.126 2.513 -8.976 -0.010 -0.095 0.080 0.322
H 3.723 -0.020 -7.759 -0.076 0.056 0.013 0.313
H 0.266 -0.063 3.371 0.592 0.873 -1.303 0.157
H 2.050 -2.788 0.813 -1.003 -0.512 0.010 -0.434
H 2.700 -0.685 5.806 -0.772 0.821 -0.590 0.385
H -2.250 3.373 0.956 -1.041 -1.138 -0.199 0.109
H -1.787 -1.998 -0.370 -0.229 0.953 0.505 -0.121
H -0.043 -4.945 0.025 0.211 1.397 -0.616 0.472
H 1.314 -4.298 -0.981 -1.038 0.368 0.747 0.309
H -0.657 2.198 0.414 -0.097 -1.215 -0.859 0.348
H 0.894 3.365 -1.602 0.127 -1.065 0.942 0.195
H 0.431 -2.145 2.730 -0.993 0.164 -1.279 0.087
H 1.106 -1.072 5.017 0.968 0.824 0.272 0.271
H 2.282 -1.373 -0.789 0.178 0.978 0.319 0.712
H -8.497 0.784 7.171 -0.010 -0.023 -0.090 0.304
H 4.340 -1.923 -1.519 -0.124 0.185 1.124 0.385
H -3.951 3.373 1.447 0.996 -1.018 -0.392 0.492
H 1.876 -0.894 1.722 -0.249 0.511 -0.116 0.724
H -3.571 2.368 0.043 0.880 -0.037 1.024 0.204
H 3.708 1.503 0.437 -0.394 -0.298 0.062 0.610
H 2.883 3.497 -2.633 -0.066 -1.017 1.080 0.441
H -8.532 2.410 6.446 0.018 -0.071 -0.103 0.316
H 6.507 -0.770 1.556 0.106 -1.295 0.083 0.190
H 5.660 -2.418 1.775 1.362 0.702 -0.273 0.178
H -2.547 1.394 -1.460 1.552 0.585 0.373 0.636
H 1.158 0.723 -1.628 -0.785 0.494 1.255 0.131
H -2.277 -0.664 -1.415 0.786 0.225 0.946 0.227
H 6.540 -0.987 -0.864 -0.474 -1.016 0.755 0.286
H 2.632 -1.049 -8.735 -0.051 0.031 0.037 0.377
H -6.969 1.643 6.814 -0.013 -0.006 -0.056 0.318
H 1.722 1.095 -9.870 -0.037 -0.022 0.065 0.389
H -1.984 0.723 -3.528 0.998 0.535 0.951 0.442
H -0.994 2.658 -4.641 0.736 -0.749 1.151 0.491
H 3.317 0.002 -1.338 -0.979 -0.143 1.186 0.801
H 2.842 2.055 -8.857 -0.032 -0.051 0.080 0.321
H 2.731 -1.273 -6.973 -0.087 0.076 -0.024 0.310
```
Positions in Å, forces in eV/Å.

Output
- E: -148618.676 eV
- Charge: +1
- E_LUMO: -0.0769 hartree

---

no.,highest occupied orbital energy (eV)
1,-9.26
2,-10.18